A molecular structure, C46H51BF4IN7O2STaTe, computed with the ωB97M-V functional and the def2-TZVPD basis.

Structure (XYZ):
```
115
Properties=species:S:1:pos:R:3:mulliken_charge:R:1
Ta 0.15792 0.50778 0.43720 1.276
C -0.20216 -1.09242 4.62388 -1.563
C -0.84965 -0.84723 3.30336 0.746
N -2.09223 -1.19668 3.12384 0.058
O -0.20657 -0.28891 2.37636 -0.691
H -0.66925 -1.92152 5.15589 0.489
H -0.30215 -0.18906 5.22976 0.341
H 0.85668 -1.28681 4.47808 0.343
H -2.62752 -1.65171 3.84794 0.212
H -2.53806 -0.99375 2.24112 -0.098
I 6.31539 1.57028 2.02223 0.208
C 4.59297 0.72936 1.29629 -1.121
C 4.47338 -0.19905 0.28811 -0.181
N 3.16768 -0.43574 0.12735 0.598
N 2.41686 0.29292 0.97411 -0.198
C 3.28456 1.01002 1.68962 -0.369
H 5.22215 -0.70129 -0.30543 0.539
H 2.69688 -1.07059 -0.50011 0.046
H 2.94487 1.69501 2.44900 0.614
F -3.94990 1.28933 -0.03785 -0.259
B -2.63097 1.28082 0.25228 -0.382
F -1.82847 2.21307 -0.44304 -0.082
F -2.30790 1.37304 1.61355 -0.384
F -1.96751 -0.01736 -0.14964 -0.152
S 0.54386 2.62959 1.82000 -0.630
C 0.24219 4.00984 0.83674 0.677
N 0.13417 5.22404 1.36097 -0.226
C -0.06855 6.26333 0.33461 -0.548
C -0.27076 5.41442 -0.93810 -0.588
N 0.10566 4.06794 -0.47347 0.435
H 0.24686 5.40438 2.34341 0.221
H 0.80293 6.90955 0.26657 0.321
H -0.93674 6.86949 0.56814 0.337
H 0.37005 5.73234 -1.75470 0.331
H -1.30511 5.41941 -1.27572 0.313
H -0.00851 3.23473 -1.02877 -0.291
C -6.03440 -4.55649 4.89657 -1.568
C -4.98761 -4.43358 3.81686 0.529
C -3.75841 -5.07811 3.92645 -0.969
C -2.80876 -5.03280 2.90882 -0.058
C -1.49831 -5.76793 3.12255 -1.919
C -3.11987 -4.29388 1.75349 1.355
Te -1.81738 -4.57516 0.13798 0.986
N -1.04288 -2.73232 0.18757 0.345
C 0.19370 -2.61939 -0.18450 0.534
O 0.82355 -1.47593 -0.13152 -0.095
C 1.02018 -3.73424 -0.74753 -0.707
C 1.96301 -4.37258 0.05330 -0.391
C 2.62554 -5.49460 -0.42616 -0.823
C 2.35965 -5.96798 -1.70581 -0.592
C 1.44000 -5.31222 -2.51463 -0.911
C 0.76319 -4.19752 -2.03453 0.128
C -3.22182 -4.64596 -1.43164 0.634
C -3.90039 -5.88099 -1.45207 0.400
C -3.68894 -6.98488 -0.43179 -1.704
C -4.81650 -6.09928 -2.47033 -0.947
C -5.05843 -5.15474 -3.46179 0.114
C -6.07382 -5.40967 -4.54656 -1.585
C -4.34907 -3.96102 -3.41556 -0.759
C -3.42615 -3.67108 -2.41501 1.206
C -2.75684 -2.31320 -2.45138 0.119
C -4.31336 -3.56401 1.64206 0.866
C -4.62704 -2.61966 0.50299 -1.120
C -5.22675 -3.65855 2.68409 -0.856
H -5.71674 -5.23382 5.68880 0.408
H -6.96864 -4.93548 4.47881 0.352
H -6.25369 -3.58462 5.34498 0.341
H -3.53646 -5.64715 4.82637 0.385
H -1.33050 -5.93426 4.18620 0.495
H -0.63842 -5.21272 2.74582 0.323
H -1.49702 -6.74914 2.64066 0.353
H 2.17587 -3.99317 1.04838 0.522
H 3.35107 -6.00109 0.19999 0.470
H 2.87648 -6.84558 -2.07618 0.444
H 1.24882 -5.66746 -3.52007 0.497
H 0.04751 -3.67886 -2.66585 0.526
H -2.67921 -7.40562 -0.48770 0.310
H -4.38084 -7.80371 -0.61619 0.466
H -3.86799 -6.64765 0.59503 0.317
H -5.35141 -7.04421 -2.49381 0.389
H -6.29398 -6.47198 -4.64671 0.383
H -5.72502 -5.03492 -5.50968 0.397
H -7.01059 -4.89598 -4.31688 0.312
H -4.51608 -3.21405 -4.18912 0.519
H -3.41183 -1.54978 -2.02194 0.459
H -2.56773 -2.02081 -3.48499 -0.262
H -1.82326 -2.27345 -1.90039 -0.837
H -3.74104 -2.33994 -0.05904 -0.726
H -5.06966 -1.69994 0.89263 0.594
H -5.34554 -3.05277 -0.19578 0.497
H -6.15746 -3.09999 2.61058 0.511
N 0.77425 1.07754 -1.20641 0.608
C 1.38259 1.27395 -2.33893 -0.117
C 2.81757 1.66443 -2.31850 0.979
C 3.32871 2.43698 -1.27387 0.031
C 4.67716 2.75402 -1.22463 -0.649
C 5.53831 2.28718 -2.21063 -0.773
C 5.04340 1.50200 -3.24498 -1.024
C 3.69081 1.19514 -3.30298 -0.348
C 0.65758 1.03792 -3.60816 0.046
C -0.34508 0.06735 -3.66943 1.387
C -1.00756 -0.17758 -4.86014 -0.687
C -0.69482 0.56146 -5.99646 -0.848
C 0.28563 1.54340 -5.93812 -0.975
C 0.96403 1.77673 -4.75170 -0.324
H 2.66360 2.79334 -0.50000 0.277
H 5.06176 3.35867 -0.41070 0.672
H 6.59224 2.53751 -2.17395 0.444
H 5.71217 1.12460 -4.00981 0.449
H 3.31420 0.57220 -4.10731 0.550
H -0.58370 -0.50489 -2.77789 -0.394
H -1.76411 -0.95116 -4.91422 0.255
H -1.21407 0.36998 -6.92704 0.448
H 0.52652 2.12496 -6.81939 0.423
H 1.72558 2.54726 -4.70874 0.570
```

Its spin multiplicity is 2. The net charge is +2. The value obtained for the frontier orbital gap (spin up / spin down) is 6.31 / 7.80 eV. For the energy above the lowest of the compared OMol25 structures with the same formula, charge and spin, the calculation gives 10.6 kcal/mol. The HOMO energy (spin up / spin down) comes out at -11.15 / -12.99 eV.

A molecular structure, C46H51BN3O25S2, computed with the ωB97M-V functional and the def2-TZVPD basis.

Structure (XYZ):
```
128
Properties=species:S:1:pos:R:3:mulliken_charge:R:1
N 1.75299 -1.34272 6.65127 -0.534
B 1.08061 -0.73075 5.52283 0.342
O 1.69789 -0.02810 4.53769 -0.497
S -0.78830 -0.86584 5.36836 0.933
O -1.09117 -2.24171 5.01123 -0.673
O -1.31658 -0.39283 6.63188 -0.676
N -1.10002 0.22303 4.24319 -0.332
S -1.63036 -0.26020 2.83148 1.185
O -1.60481 0.92734 1.97344 -1.027
O -2.92921 -0.88490 2.90057 -0.863
C -0.48659 -1.42125 2.06290 0.016
C -1.26043 -2.43611 1.24408 -1.486
C -0.38940 -3.43144 0.43689 0.546
C -0.14848 -4.76082 1.15630 -1.152
C 1.26643 -5.31749 0.97555 -1.320
C 2.37244 -4.33484 1.31700 1.261
C 3.61827 -4.97834 1.88887 -1.431
C 4.78783 -4.00769 2.04906 -0.488
C 4.41316 -2.69378 2.68494 -0.113
C 5.48090 -1.60524 2.67100 -1.207
C 5.32610 -0.65701 1.48939 -0.892
C 5.48641 -1.40269 0.19168 -0.298
N 5.73033 -0.59601 -0.99156 0.456
C 5.59415 0.77007 -1.18935 -0.703
C 5.90814 1.02633 -2.48492 -0.592
C 6.25600 -0.18209 -3.10918 -0.844
C 6.13511 -1.16869 -2.16402 -0.481
H 2.40145 -0.69165 7.07510 0.206
H 2.28620 -2.16584 6.41426 0.224
H 1.20472 0.76714 4.30218 0.335
H 0.07586 -1.91729 2.84230 0.016
H 0.18475 -0.83036 1.45604 0.375
H -1.92442 -2.97981 1.90182 0.337
H -1.88933 -1.89474 0.54794 0.400
H -0.96161 -3.63510 -0.46284 0.558
H 0.52417 -2.95250 0.10750 -0.349
H -0.30782 -4.60784 2.21714 0.504
H -0.85060 -5.49872 0.79532 0.403
H 1.36148 -6.16092 1.65357 0.434
H 1.40241 -5.72289 -0.02070 0.293
H 1.97385 -3.62368 2.02920 -0.230
H 2.65413 -3.75423 0.44198 -0.048
H 3.40683 -5.47417 2.83095 0.396
H 3.93834 -5.74933 1.19468 0.341
H 5.25312 -3.88846 1.07880 0.216
H 5.52554 -4.48986 2.68300 0.382
H 4.17349 -2.90829 3.71517 0.408
H 3.51921 -2.26777 2.25256 0.022
H 5.32753 -1.00984 3.55744 0.405
H 6.48302 -2.02409 2.68980 0.408
H 4.31515 -0.27430 1.55166 0.359
H 6.03350 0.15810 1.56254 0.530
H 4.58783 -1.98056 0.01264 0.264
H 6.29287 -2.11718 0.28557 0.410
H 5.28625 1.43160 -0.41058 0.389
H 5.87587 1.97975 -2.96180 0.695
H 6.54597 -0.33642 -4.12741 0.481
H 6.30668 -2.22308 -2.21073 0.404
C 3.63542 4.65506 -4.62756 -1.122
C 2.55303 5.35568 -4.99348 0.360
C 1.52418 4.80682 -5.95355 1.056
O 0.57417 5.52413 -6.20640 -0.657
C 1.72783 3.48478 -6.50920 -0.768
C 2.81243 2.78503 -6.14407 0.007
C 3.83153 3.32789 -5.17140 1.267
O 4.76423 2.59602 -4.90271 -0.629
O 3.09144 1.57119 -6.58294 -0.596
O 2.28050 6.57427 -4.55870 -0.594
H 4.37428 5.03905 -3.93885 0.468
H 0.99150 3.10291 -7.20245 0.464
H 3.92088 1.30625 -6.13663 0.362
H 1.43609 6.82939 -4.97883 0.366
C -4.01642 4.61545 -0.40790 -1.247
C -4.33994 4.76428 -1.69413 0.317
C -4.13305 3.67007 -2.70405 1.308
O -4.49448 3.91527 -3.84792 -0.722
C -3.53970 2.43577 -2.27076 -1.140
C -3.19435 2.26171 -0.97289 0.273
C -3.43519 3.35728 0.05537 0.768
O -3.13988 3.15100 1.20846 -0.463
O -2.64830 1.15018 -0.53866 -0.193
O -4.87511 5.86795 -2.20887 -0.612
H -4.16980 5.39577 0.32404 0.448
H -3.38724 1.66424 -3.00455 0.893
H -2.50561 1.18220 0.43997 0.357
H -5.00133 5.67078 -3.15780 0.363
C -5.94351 -0.58298 -3.05714 -0.657
C -5.13571 -0.63226 -4.12521 0.080
C -5.36134 -1.59046 -5.26463 0.903
O -4.57355 -1.54400 -6.19250 -0.667
C -6.48258 -2.50396 -5.18955 -1.086
C -7.29213 -2.45789 -4.12244 0.275
C -7.07713 -1.48056 -2.99068 1.040
O -7.88658 -1.51460 -2.08355 -0.634
O -8.34133 -3.24513 -3.95379 -0.582
O -4.08091 0.14351 -4.27693 -0.380
H -5.78387 0.10306 -2.23657 0.598
H -6.62834 -3.19852 -6.00424 0.433
H -8.73381 -2.98547 -3.09656 0.380
H -3.68367 -0.08901 -5.12530 0.268
C -2.55957 2.44891 7.31381 -0.801
C -3.25763 2.95087 6.27693 0.098
C -4.39963 3.92318 6.47404 0.975
O -4.96384 4.34191 5.48064 -0.646
C -4.75960 4.30787 7.82705 -1.093
C -4.06056 3.80431 8.85032 0.303
C -2.90619 2.84946 8.65111 1.171
O -2.34411 2.48288 9.67246 -0.674
O -4.29783 4.08317 10.12462 -0.599
O -3.00716 2.64265 5.02488 -0.288
H -1.75458 1.73870 7.17718 0.444
H -5.58486 4.99275 7.96145 0.417
H -3.62877 3.57022 10.62232 0.388
H -3.65734 3.11885 4.47521 0.312
C 0.77850 0.42505 -4.27863 -0.801
C 1.60358 0.08664 -3.27300 0.077
C 1.44605 -1.21663 -2.51906 1.108
O 2.24079 -1.43611 -1.62179 -0.411
C 0.37411 -2.11030 -2.89231 -1.029
C -0.41837 -1.79616 -3.92087 0.213
C -0.25844 -0.50053 -4.68030 1.148
O -1.03520 -0.31282 -5.60136 -0.752
O -1.40205 -2.55941 -4.36064 -0.648
O 2.61569 0.80963 -2.84215 -0.558
H 0.87129 1.35140 -4.82728 0.603
H 0.26708 -3.02570 -2.32849 0.577
H -1.77483 -2.09580 -5.12870 0.309
H 3.07297 0.27891 -2.15754 0.155
```

The net charge is -1. The value obtained for the frontier orbital gap is 6.19 eV. The HOMO energy comes out at -6.38 eV.

Number 2 is which compound?
C46H51BN3O25S2

Which formula does entry 2 have?
C46H51BN3O25S2